<w>
Formula: CHN4S2
Source: the OMol25 dataset
Level of theory: ωB97M-V/def2-TZVPD

```
! RIJCOSX wB97M-V def2-TZVPD def2/J DEFGRID3
* xyz -1 1
S 3.35268 -1.00134 -0.34933
N -0.81040 1.23331 -0.13277
H 0.05904 -0.51761 -0.32590
N 0.97934 2.41009 0.27416
S 3.02077 0.67842 0.64362
N 1.38155 1.16799 0.29608
C 0.23068 0.45393 0.06540
N -0.24628 2.46188 0.01563
*
```

Output
LUMO energy   3.69 eV
HOMO energy   -0.1118 hartree
Kohn-Sham gap   6.74 eV

=====

<x>
Formula: CHN4S2
Source: the OMol25 dataset
Level of theory: ωB97M-V/def2-TZVPD

```
! RIJCOSX wB97M-V def2-TZVPD def2/J DEFGRID3
* xyz -1 1
N 0.16404 0.07715 0.16832
S 3.59749 -0.83768 -0.31975
C -1.08167 -0.39257 -0.04212
N 0.03201 1.40109 0.15820
N -1.16966 1.70715 -0.09297
N -1.91687 0.60543 -0.21404
H -1.37726 -1.41722 -0.01830
S 1.75192 -1.14335 0.36067
*
```

Output
LUMO energy   3.39 eV
HOMO energy   -0.1271 hartree
Kohn-Sham gap   6.85 eV

=====

<y>
Formula: CHN4S2
Source: the OMol25 dataset
Level of theory: ωB97M-V/def2-TZVPD

```
! RIJCOSX wB97M-V def2-TZVPD def2/J DEFGRID3
* xyz -1 1
N -0.21122 -1.58323 -0.10449
S -5.00777 -0.48923 0.12029
N -1.33049 0.34648 -0.02037
C -0.19726 -0.30371 0.17536
N -2.49241 -0.06046 0.15952
H 0.62478 0.25313 0.44595
S 1.09742 -2.54433 0.02393
N -3.55198 -0.24181 -0.45178
*
```

Output
LUMO energy (alpha / beta)   2.60 / 2.53 eV
HOMO energy (alpha / beta)   -0.1353 / -0.1398 hartree
Kohn-Sham gap (alpha / beta)   6.28 / 6.34 eV

=====

What is the stability order? It is <w>, <x>, <y>, from most stable to least stable.

=====

<w>
Formula: C3H4NO3
Source: the OMol25 dataset
Level of theory: ωB97M-V/def2-TZVPD

```
! RIJCOSX wB97M-V def2-TZVPD def2/J DEFGRID3
* xyz -1 1
O 1.72873 0.76435 -0.61276
H 2.50949 -0.80420 -0.32442
N -0.38518 0.70841 0.13802
H 2.36245 -2.36690 -0.63424
H 1.12327 2.08858 0.67423
O -3.39276 -1.06955 -0.05570
O 2.87304 -1.63420 -0.15395
C 0.79659 1.21594 0.01242
H -3.35275 0.68442 0.93602
C -2.72793 -0.06623 0.22772
C -1.53494 0.47937 -0.20733
*
```

Output
LUMO energy   4.01 eV
HOMO energy   -0.1053 hartree
Kohn-Sham gap   6.87 eV

=====

<x>
Formula: C3H4NO3
Source: the OMol25 dataset
Level of theory: ωB97M-V/def2-TZVPD

```
! RIJCOSX wB97M-V def2-TZVPD def2/J DEFGRID3
* xyz -1 1
N -0.97801 0.23503 0.08231
O -1.57481 2.41280 0.11464
H -1.95250 0.06456 0.28505
O -0.88506 -1.98544 0.34030
H 1.49391 0.12208 0.04180
O 0.60875 1.89821 0.36979
H 1.34621 -0.83705 -1.34020
C 1.16685 -0.87018 -0.25558
C -0.60019 1.64819 0.18638
H 1.67752 -1.73116 0.16286
C -0.30266 -0.95703 0.01264
*
```

Output
LUMO energy   4.12 eV
HOMO energy   -0.1720 hartree
Kohn-Sham gap   8.80 eV

=====

What is the stability order? It is <x>, <w>, from most stable to least stable.

=====

<w>
Formula: C9H14O
Source: the OMol25 dataset
Level of theory: ωB97M-V/def2-TZVPD

```
! RIJCOSX wB97M-V def2-TZVPD def2/J DEFGRID3
* xyz 0 1
H -0.10288 3.56177 0.68689
H 0.56765 1.66106 2.02158
H -0.15398 -0.71765 2.52588
H -2.71958 -2.28401 1.88089
C 2.32634 0.57637 -1.30340
H -2.12907 1.55681 -1.34209
C -2.00571 -0.24295 -0.23300
H 1.77861 -1.52079 -1.64492
C -1.38175 -0.87992 0.85699
C -1.81983 -2.26251 1.26614
C 2.62845 -0.85499 -1.80434
C -1.04977 1.81171 0.55278
H 3.04415 1.27161 -1.72620
H -0.98539 -2.80830 1.69930
O -0.92175 3.16888 0.33332
H 2.49777 0.64467 -0.22344
H -2.12738 -2.79033 0.35450
C -0.50496 -0.17930 1.65131
C -0.20854 1.19346 1.43765
H 3.35718 -1.36613 -1.17156
H 2.89662 -0.71509 -2.84779
H -2.51604 -0.79577 -1.01075
C -1.77034 1.11024 -0.43285
H 1.30019 0.86116 -1.52686
*
```

Output
LUMO energy   0.84 eV
HOMO energy   -0.3102 hartree
Kohn-Sham gap   9.28 eV

=====

<x>
Formula: C9H14O
Source: the OMol25 dataset
Level of theory: ωB97M-V/def2-TZVPD

```
! RIJCOSX wB97M-V def2-TZVPD def2/J DEFGRID3
* xyz 0 1
H 3.79855 0.99380 0.35704
C -1.19529 -2.97190 -0.61111
O 0.89430 2.41830 0.22308
H -2.34707 -0.09431 2.23965
H 0.58779 2.80131 -0.60046
H -1.87449 1.21902 1.23073
H -1.20799 -0.66815 -3.03982
C 2.88429 1.28976 0.88424
C -0.99555 -2.45684 -1.85452
C -1.65378 -0.81512 0.30617
H 3.12445 1.38434 1.93966
C 2.32498 2.57275 0.18340
C -1.67677 0.16631 1.41527
H 2.78626 2.52615 -0.79573
H 2.56061 3.37530 0.88042
H -1.63390 -2.59212 1.47157
C -1.62287 -2.17775 0.46815
H -1.18385 -4.03729 -0.45216
C -1.12256 -1.07833 -2.08301
H -1.68828 0.75363 -1.05284
H 2.19857 0.47076 0.66529
H -0.72882 0.29116 1.95434
C -1.47149 -0.31193 -1.00448
H -0.75708 -3.05883 -2.72487
*
```

Output
LUMO energy   0.86 eV
HOMO energy   -0.3252 hartree
Kohn-Sham gap   9.71 eV

=====

What is the stability order? It is <w>, <x>, from most stable to least stable.

=====

<w>
Formula: C9H14O
Source: the OMol25 dataset
Level of theory: ωB97M-V/def2-TZVPD

```
! RIJCOSX wB97M-V def2-TZVPD def2/J DEFGRID3
* xyz 0 1
H -0.57471 3.49333 -0.40277
H -2.30194 -0.24881 1.81839
C 0.96140 -1.73756 -0.14304
O -2.77242 1.82578 0.82011
H 0.86891 -3.58798 -1.23687
C -1.76889 1.81085 0.16060
H 1.32677 2.17063 -0.02570
H 0.64372 -2.13929 -2.22008
C 0.33234 0.28535 -0.23677
C 1.83461 -2.09047 0.77956
H -0.65751 -2.68655 -1.16690
C -1.43987 2.95241 -0.79129
C 0.42796 -2.58291 -1.24402
H 0.18432 0.34148 -1.31085
H 2.33315 -3.06161 0.75966
H 2.39383 0.76991 0.01317
H 2.14902 -1.42831 1.57849
H -1.18383 2.55922 -1.77589
C -0.72977 -0.12793 0.50954
C 1.42398 1.14794 0.33864
H -1.17010 -1.73089 1.77848
H -2.28236 3.64405 -0.87582
H 1.40317 1.15058 1.42640
C -1.40179 -0.72922 1.44695
*
```

Output
LUMO energy (alpha / beta)   0.82 / 0.82 eV
HOMO energy (alpha / beta)   -0.2469 / -0.2470 hartree
Kohn-Sham gap (alpha / beta)   7.54 / 7.54 eV

=====

<x>
Formula: C9H14O
Source: the OMol25 dataset
Level of theory: ωB97M-V/def2-TZVPD

```
! RIJCOSX wB97M-V def2-TZVPD def2/J DEFGRID3
* xyz 0 1
C 2.00920 1.95852 -1.03571
O -1.92508 -2.05341 -1.31843
H -0.89553 0.74965 5.07651
H 1.47150 -0.14558 4.64208
C -0.12796 -0.82284 -2.38875
H -1.39428 0.07221 3.52922
C -0.99565 -1.06148 -1.34081
H -0.39300 1.45560 3.70090
H -2.17341 -2.33130 -2.20568
H 1.77564 2.96596 -0.68303
H -1.66526 -0.47161 0.55628
H 1.48881 0.52208 -3.06226
C -0.92536 -0.25141 -0.20595
C 0.85838 0.98894 -1.13452
H 1.20072 -0.17683 2.94806
H -0.23084 -1.40582 -3.30004
C -0.04818 0.81310 -0.07969
C 0.75820 0.24127 -2.31910
H 2.84198 1.54812 -0.46516
H 0.69107 -1.47466 3.78398
C -0.53836 0.43657 4.09418
C 0.70571 -0.38776 3.90766
H 2.41571 2.23611 -2.01909
H -0.06693 1.48924 0.76150
*
```

Output
LUMO energy   0.86 eV
HOMO energy   -0.3077 hartree
Kohn-Sham gap   9.24 eV

=====

<y>
Formula: C9H14O
Source: the OMol25 dataset
Level of theory: ωB97M-V/def2-TZVPD

```
! RIJCOSX wB97M-V def2-TZVPD def2/J DEFGRID3
* xyz 0 1
H 4.48572 1.52141 -0.50344
C -0.50481 -0.43151 -0.08647
H -0.18279 -3.29486 -1.19801
C 3.70256 1.62908 0.24799
H -4.32911 -0.79355 0.32149
C -1.13644 -1.65199 -0.10735
H -3.20621 1.55073 -0.22250
H 0.65090 -2.68790 0.24859
H 0.55083 -0.24529 -0.23092
C 3.15722 3.07799 0.24145
H 2.25291 0.78442 -0.81271
H 2.41120 3.27561 0.99418
C -0.33555 -2.96226 -0.16445
H 4.01538 1.33139 1.24801
H -0.60315 -3.86582 0.36459
H -1.04168 1.72516 -0.05154
C -1.32900 0.68329 -0.14915
H 2.63740 3.17815 -0.72210
H -3.04344 -2.70396 0.40998
C -2.51415 -1.85004 0.03273
O 2.59789 0.71470 0.07734
C -3.29220 -0.65542 0.01057
C -2.75248 0.57241 -0.17321
H 4.07107 3.67891 0.21365
*
```

Output
LUMO energy   0.91 eV
HOMO energy   -0.3266 hartree
Kohn-Sham gap   9.80 eV

=====

<z>
Formula: C9H14O
Source: the OMol25 dataset
Level of theory: ωB97M-V/def2-TZVPD

```
! RIJCOSX wB97M-V def2-TZVPD def2/J DEFGRID3
* xyz 0 1
H 3.08312 0.07015 0.93821
H -0.50205 -1.46541 -2.55200
H -3.95231 2.12813 -1.21963
H 2.64730 -1.16324 -1.35463
C -3.23991 1.34129 -1.09924
H -1.05990 -0.51521 1.88648
H -3.19559 1.01407 -2.15043
H -1.76926 1.45984 0.44487
C 1.89130 -0.82271 -0.66356
O 0.41622 -1.52566 -2.27197
H -1.11096 1.25038 -1.14523
H 1.69184 1.60716 2.75124
C 2.08530 -0.22076 0.59908
C -0.52678 -0.78949 -0.12769
H -1.73340 2.92312 -0.57694
C -0.26563 -0.34349 1.16630
C 1.22055 0.65200 2.84557
H 0.27567 0.74673 3.42025
H 1.95498 0.13667 3.44335
H -1.47658 -1.25761 -0.38715
H -3.60010 0.57045 -0.39756
C 1.08297 -0.03566 1.50177
C 0.55716 -0.90180 -1.02647
C -1.88645 1.81464 -0.58716
*
```

Output
LUMO energy   0.85 eV
HOMO energy   -0.3074 hartree
Kohn-Sham gap   9.22 eV

=====

What is the stability order? It is <x>, <z>, <y>, <w>, from most stable to least stable.